Entry 1:
Here is 7 unconnected molecules or ions with the total composition C40H36FIN7O18PS from the OMol25 dataset. Energies are from the ωB97M-V functional and the def2-TZVPD basis.

The geometry in XYZ format:
```
105
Properties=species:S:1:pos:R:3:forces:R:3:lowdin_charge:R:1
C -4.20296 7.02636 1.95621 -0.4 1.8 -0.3 0.04
C -3.51166 7.59326 0.69602 -0.8 -0.6 1.7 -0.49
O -3.06728 6.83826 -0.07075 0.9 -1.3 -2.0 0.10
O -3.44233 8.97234 0.41628 0.6 -0.2 0.5 0.08
C -2.59844 9.64733 1.27841 1.8 -0.3 -0.9 -0.45
O -2.98547 10.21845 2.21419 -1.5 1.3 2.1 0.20
C -1.06893 9.70866 0.98763 -0.4 0.2 -1.8 -0.17
N -0.45583 8.36646 1.10643 1.0 0.1 0.5 -0.41
P 0.54157 7.93179 -0.31791 1.7 0.0 -1.0 0.52
O 0.94672 6.33986 -0.16020 -0.9 0.9 0.3 -0.37
I -0.87009 7.97622 -2.35148 0.0 -0.3 0.7 0.48
S 0.33406 8.12495 2.56379 -2.4 -1.8 2.8 0.58
O -0.06519 9.08086 3.54680 1.1 1.4 -1.4 -0.23
O -0.00574 6.81294 3.01270 1.3 -0.5 -1.3 -0.26
F 1.92797 8.18336 2.32939 -1.5 0.2 -0.4 -0.18
H -3.45682 6.64434 2.67180 -0.3 0.1 -0.4 0.10
H -4.88650 6.23990 1.59219 0.5 0.3 0.3 0.10
H -4.78874 7.84131 2.42031 0.2 -0.6 0.1 0.09
H -0.94969 10.03842 -0.07129 0.0 -0.2 0.5 0.08
H -0.57348 10.48575 1.59305 -0.5 -0.6 0.1 0.13
H 1.87933 6.25304 0.10125 -0.2 0.0 -0.1 0.05
O 1.95451 3.54195 -2.38843 -0.1 0.1 0.3 0.05
N 1.77868 3.17597 -1.23947 0.0 0.1 0.0 -0.33
O 2.47029 3.51437 -0.29708 0.0 0.1 -0.1 0.07
C 0.66235 2.26334 -0.97855 -0.3 -0.3 0.1 -0.14
C -0.12036 1.82938 -2.03768 0.0 0.0 -0.3 0.00
C -1.16064 0.94759 -1.79233 0.0 0.0 0.2 -0.06
C -1.41193 0.51214 -0.49695 0.0 0.0 0.0 -0.06
C -0.62706 0.96171 0.55837 -0.2 0.0 -0.1 -0.08
C 0.41673 1.84165 0.31911 0.1 0.0 0.2 0.01
H 0.06988 2.16367 -3.04843 0.1 0.0 0.1 0.12
H -1.77457 0.59627 -2.61169 0.1 0.0 0.0 0.11
H -2.22245 -0.18218 -0.30870 0.0 0.0 0.0 0.11
H -0.82799 0.62232 1.56549 0.0 0.2 -0.2 0.08
H 1.02559 2.18493 1.14453 0.1 0.1 -0.1 0.12
O 0.06943 -0.50320 3.03091 0.1 -0.3 0.3 0.04
N 0.44471 -1.54633 3.54248 0.0 0.1 0.1 -0.33
O 0.41447 -1.77600 4.73492 0.0 0.0 -0.2 0.08
C 0.97034 -2.58956 2.65548 0.1 -0.3 -0.3 -0.14
C 1.05237 -2.34634 1.29307 -0.1 0.2 -0.2 0.01
C 1.56976 -3.32695 0.46007 0.0 -0.1 0.1 -0.05
C 1.99448 -4.53651 0.99124 0.1 0.0 0.0 -0.08
C 1.89898 -4.77279 2.35691 0.0 0.1 -0.1 -0.08
C 1.38590 -3.79707 3.19624 0.0 -0.2 0.2 -0.01
H 0.72289 -1.40625 0.87113 0.0 0.0 0.2 0.10
H 1.64363 -3.14667 -0.60469 0.0 0.0 0.0 0.11
H 2.40162 -5.29883 0.33927 -0.1 0.0 0.0 0.11
H 2.22789 -5.71904 2.76677 0.0 0.0 0.0 0.11
H 1.31685 -3.98753 4.25898 -0.1 0.2 0.0 0.12
O -0.21317 -6.43897 0.80279 -0.1 -0.2 -0.1 0.06
N -1.03827 -7.33337 0.86824 0.0 0.0 -0.1 -0.34
O -1.28897 -8.11169 -0.03191 0.1 0.1 0.1 0.08
C -1.78128 -7.46789 2.12554 -0.2 0.0 0.4 -0.15
C -1.53521 -6.56887 3.15144 0.1 0.2 0.0 0.01
C -2.24875 -6.67358 4.33474 -0.1 -0.2 0.2 -0.05
C -3.19875 -7.67828 4.48209 0.0 -0.1 -0.1 -0.06
C -3.43075 -8.58142 3.45009 0.1 0.2 0.1 -0.07
C -2.71967 -8.47800 2.26375 -0.1 -0.2 -0.1 -0.01
H -0.79715 -5.78488 3.04155 0.0 -0.1 -0.2 0.10
H -2.06159 -5.96269 5.14458 0.0 -0.8 -0.8 0.06
H -3.76050 -7.75717 5.40544 0.1 0.0 0.0 0.10
H -4.16900 -9.36425 3.57023 0.0 0.0 0.0 0.11
H -2.90682 -9.18149 1.46406 0.1 0.1 -0.1 0.12
O 7.22886 0.26341 -6.92568 -0.1 0.0 0.1 0.07
N 6.77022 0.53326 -5.83052 0.2 -0.1 0.0 -0.35
O 7.17924 0.07522 -4.78022 -0.1 0.1 -0.1 0.07
C 5.64280 1.47212 -5.77430 -0.3 0.3 0.0 -0.15
C 5.12670 1.98524 -6.95407 0.0 0.0 -0.3 -0.01
C 4.04692 2.85270 -6.89942 0.0 0.0 0.2 -0.07
C 3.49671 3.20255 -5.67256 0.0 0.0 0.0 -0.06
C 4.02744 2.69099 -4.49647 0.1 0.0 -0.1 -0.05
C 5.10642 1.82011 -4.54434 0.0 0.0 0.2 0.00
H 5.54964 1.71704 -7.91247 0.1 -0.1 0.1 0.12
H 3.63027 3.25471 -7.81416 0.0 0.0 0.0 0.11
H 2.64882 3.87595 -5.63361 0.0 0.0 0.0 0.11
H 3.59449 2.96890 -3.54392 0.1 0.0 -0.2 0.08
H 5.51303 1.42223 -3.62471 0.1 -0.1 -0.1 0.12
O -2.00132 -4.42122 6.00211 0.0 0.6 0.7 0.05
N -2.78107 -4.68017 6.90516 0.1 0.1 0.1 -0.32
O -2.89069 -5.77514 7.42317 0.1 0.1 -0.1 0.09
C -3.64420 -3.59985 7.38986 -0.3 0.4 0.1 -0.14
C -3.56697 -2.35071 6.79380 0.1 0.1 -0.2 0.01
C -4.40059 -1.33692 7.23872 -0.1 -0.1 0.1 -0.06
C -5.29644 -1.57692 8.27250 0.0 0.0 0.0 -0.07
C -5.35755 -2.83014 8.86874 0.1 0.1 -0.1 -0.06
C -4.52887 -3.84928 8.42717 -0.1 -0.2 0.2 0.00
H -2.87134 -2.15663 5.98845 0.0 -0.2 0.1 0.12
H -4.35431 -0.35896 6.77753 0.0 -0.1 0.0 0.11
H -5.95059 -0.78412 8.61463 0.0 0.0 0.0 0.11
H -6.05478 -3.01271 9.67612 0.0 0.0 0.0 0.11
H -4.58377 -4.82325 8.89384 0.1 0.0 -0.1 0.12
O 1.12895 0.49708 -7.00581 0.0 -0.1 0.0 0.07
N 1.50628 -0.54225 -6.49870 -0.1 0.2 0.2 -0.35
O 1.48880 -0.77257 -5.30372 0.0 0.0 -0.2 0.07
C 2.02392 -1.58837 -7.38882 0.2 -0.3 -0.3 -0.15
C 2.09398 -1.34760 -8.75159 0.0 0.2 -0.2 0.00
C 2.60545 -2.32860 -9.58685 0.0 -0.1 0.1 -0.07
C 3.03656 -3.53757 -9.05675 0.0 0.0 0.0 -0.07
C 2.95221 -3.77130 -7.69057 0.0 0.1 -0.1 -0.06
C 2.44424 -2.79333 -6.84949 0.0 -0.1 0.2 0.00
H 1.76030 -0.40853 -9.17107 0.0 0.0 0.2 0.12
H 2.67124 -2.14988 -10.65236 0.0 0.0 0.0 0.11
H 3.44102 -4.30040 -9.71100 0.0 0.0 0.0 0.11
H 3.28649 -4.71557 -7.28076 0.0 0.1 0.0 0.11
H 2.38453 -2.98083 -5.78627 -0.1 0.2 0.0 0.12
```
Forces are in eV/Å.

Summary:
E_HOMO (eV): -9.12
SMILES string: CC(=O)OC(=O)CN(P(O)I)S(=O)(=O)F.O=[N+]([O-])c1ccccc1.O=[N+]([O-])c1ccccc1.O=[N+]([O-])c1ccccc1.O=[N+]([O-])c1ccccc1.O=[N+]([O-])c1ccccc1.O=[N+]([O-])c1ccccc1
HOMO-LUMO gap (hartree): 0.3009



Entry 2:
Here is a molecular structure, C22H34AlClF5N3O4 from the OMol25 dataset. Energies are from the ωB97M-V functional and the def2-TZVPD basis.

The geometry in XYZ format:
```
70
Properties=species:S:1:pos:R:3:forces:R:3:nbo_charge:R:1
O -0.80773 -1.23512 -0.46545 1.1 0.6 0.5 -0.54
C 0.25988 -1.75531 -0.64447 2.4 0.1 -0.3 0.40
C 0.45139 -3.17171 -0.28604 -1.1 -0.7 -0.6 -0.11
C -0.82453 -3.69190 -0.43389 -0.4 -1.6 0.2 -0.16
H -1.59607 -2.99988 -0.70435 -0.4 -0.2 0.4 0.25
C -1.08092 -5.05119 -0.39596 -0.2 -1.2 -0.6 -0.21
H -2.10957 -5.45426 -0.60886 1.2 0.5 0.4 0.22
C -0.00007 -5.92615 -0.27469 1.0 -0.1 0.5 -0.20
H -0.17305 -7.03528 -0.28812 0.3 1.2 0.0 0.21
C 1.34365 -5.39790 -0.14254 -1.1 -1.4 -0.5 -0.22
H 2.18626 -6.13606 -0.10500 -0.8 1.0 0.0 0.22
C 1.56176 -4.02833 -0.21614 -0.9 -0.2 0.0 -0.22
H 2.55970 -3.66941 -0.31245 0.6 0.4 0.3 0.21
H 1.17334 -1.39061 -1.26672 -1.6 0.4 0.6 0.10
C 3.07297 -0.58104 -0.00476 2.7 1.0 2.8 -0.64
C 1.90804 -0.31873 0.87819 -2.0 0.4 -4.8 -0.61
H 3.65937 -1.46042 0.25949 0.2 -0.3 0.0 0.20
H 3.69407 0.32331 0.29316 0.5 -1.0 -0.9 0.21
H 2.99562 -0.55085 -1.10008 -0.7 0.2 0.5 0.20
C 1.43694 -0.82613 1.98189 3.7 -3.3 2.1 -0.22
C 2.59854 -1.32021 2.77380 0.9 -1.7 1.6 -0.67
H 0.52857 -1.33356 2.13523 -2.3 1.3 0.9 0.28
H 2.97415 -2.33313 2.55659 -0.2 0.1 -0.1 0.22
H 2.40513 -1.32420 3.83617 -0.4 -0.2 0.6 0.22
H 3.44815 -0.64000 2.71442 0.1 0.0 -0.3 0.19
Al 1.61761 1.45980 1.23519 -3.8 0.0 -2.5 1.85
Cl 2.54597 2.30875 2.88686 0.4 0.7 0.1 -0.53
C -0.79583 2.47948 2.29282 1.5 -1.2 -2.7 0.60
O -0.26247 1.84283 1.24881 -0.1 3.0 2.3 -0.76
N -1.37457 3.66436 2.34805 0.2 -0.7 0.5 -0.36
C -1.62283 4.58225 1.24782 0.1 0.1 -0.4 -0.42
C -1.87998 4.13999 3.65149 -0.2 -0.2 0.6 -0.42
H -0.67269 1.95851 3.21204 -0.4 -0.3 1.0 0.20
H -1.67147 4.05160 0.29985 0.1 -0.1 0.0 0.25
H -0.85732 5.37994 1.18812 -0.3 -0.4 0.2 0.21
H -2.59089 5.03564 1.46669 0.1 0.1 -0.3 0.21
H -2.19425 3.31487 4.29843 0.0 -0.1 -0.4 0.24
H -2.74491 4.78417 3.47930 0.1 -0.2 0.0 0.21
H -1.15729 4.71141 4.24378 0.2 0.0 -0.5 0.21
H -3.56761 -1.37991 -3.62619 0.1 0.4 0.1 0.20
H -4.37995 0.60412 -2.38970 0.3 0.0 0.1 0.18
C -2.75517 -1.52502 -2.90869 0.7 -0.5 0.1 -0.40
C -3.56827 0.46921 -1.65597 -0.2 0.8 0.7 -0.43
N -2.48087 -0.32159 -2.13775 0.3 1.4 -0.9 -0.43
H -1.87548 -1.86313 -3.48430 -0.2 0.4 0.3 0.20
C -1.26582 0.29565 -2.07376 1.5 0.8 -1.2 0.59
O -0.90271 1.49044 -1.87832 -1.8 -2.3 0.0 -0.69
H -3.06995 1.42629 -1.40463 -0.8 -0.2 -0.1 0.23
H -0.46600 -0.40777 -2.32458 -0.1 0.1 -0.7 0.09
H -3.04515 -2.38558 -2.29569 0.0 0.3 0.3 0.20
H -3.95705 0.05725 -0.72230 -0.2 -0.1 -0.1 0.23
H 2.90431 4.47592 -2.21045 -0.1 -0.2 0.0 0.21
H 2.38299 3.40327 -4.49208 0.5 -0.9 -0.2 0.22
C 3.28245 3.48480 -1.93721 0.1 0.5 0.1 -0.43
C 2.77617 2.42725 -4.12096 -0.2 -0.1 0.8 -0.40
N 2.54699 2.44291 -2.67163 0.6 -0.2 0.4 -0.38
H 3.21187 3.39021 -0.84064 -0.1 -0.2 -0.8 0.25
C 1.91832 1.50356 -1.98164 -0.5 1.2 3.3 0.60
O 1.85472 1.64739 -0.69210 -0.1 0.9 -3.0 -0.80
H 2.20423 1.56634 -4.51419 0.4 0.6 -0.2 0.22
H 1.44390 0.63040 -2.49262 0.4 0.9 0.4 0.20
H 4.34229 3.46325 -2.21848 -0.2 -0.2 0.0 0.21
H 3.87923 2.31433 -4.25774 -0.9 0.1 -0.4 0.21
F -3.34723 0.41438 2.19680 -1.6 0.5 1.0 -0.41
C -2.38193 -0.54796 2.24338 2.7 -1.2 -5.1 0.10
F -1.63175 -0.39844 3.36179 0.1 0.1 2.3 -0.41
C -2.89241 -1.94673 2.08643 1.0 3.0 0.7 0.88
F -3.77672 -2.15847 3.08452 -1.2 -2.0 0.4 -0.36
F -3.52496 -2.13397 0.88126 0.2 -0.3 1.0 -0.35
F -1.86308 -2.84390 2.19876 -1.1 0.2 0.0 -0.34
```
Forces are in eV/Å.

Summary:
E_HOMO (spin up / spin down) (eV): -3.94 / -3.94
Energy above the lowest of the compared OMol25 structures with the same formula, charge and spin (kJ/mol): 164.8
HOMO-LUMO gap (spin up / spin down) (hartree): 0.1444 / 0.1446



Entry 3:
Here is a molecular structure, C30H31BCl2N7O2S3SbTa from the OMol25 dataset. Energies are from the ωB97M-V functional and the def2-TZVPD basis.

The geometry in XYZ format:
```
78
Properties=species:S:1:pos:R:3:forces:R:3:mulliken_spin:R:1
Ta 0.72295 -0.25987 -0.12732 0.9 0.4 -1.2 0.69
C 2.97521 -3.66453 1.17880 -0.1 -0.1 0.1 0.02
C 1.91601 -4.22897 0.27532 0.1 0.1 -0.1 -0.01
C 2.07694 -5.50118 -0.25693 0.0 0.0 0.0 0.00
C 1.07188 -6.08862 -1.00743 0.0 0.0 0.0 0.00
C -0.11340 -5.40717 -1.21122 0.0 0.0 0.0 0.00
C -0.31011 -4.13064 -0.68999 -0.1 -0.1 0.2 -0.01
C -1.64923 -3.47051 -0.86863 0.0 0.0 0.0 0.02
C 0.73122 -3.53207 0.01686 -0.1 0.1 -0.1 0.04
N 0.56269 -2.23663 0.65357 0.0 0.0 0.0 0.06
C 0.15034 -2.44099 1.95782 -0.2 0.0 0.0 0.01
O -0.29063 -3.47214 2.42158 0.1 -0.1 0.0 0.00
C 0.30278 -1.22811 2.79719 0.0 -0.1 0.0 0.02
C 0.19344 -1.23392 4.16587 0.0 0.0 0.0 -0.01
C 0.36862 -0.02980 4.84248 0.0 0.0 0.0 0.02
C 0.66444 1.10837 4.11683 0.0 0.0 0.0 -0.02
C 0.78139 1.01014 2.73988 0.0 0.1 0.1 0.04
N 0.59135 -0.13512 2.09053 0.0 -0.1 0.0 -0.05
C 1.24778 2.13829 1.89329 -0.3 0.0 0.0 0.04
O 1.56180 3.19518 2.42166 0.0 0.0 0.0 0.05
N 1.34315 1.78690 0.59223 0.1 0.3 0.0 -0.03
C 2.14594 2.77370 -0.11634 0.2 -0.3 0.1 0.03
C 1.59028 3.78853 -0.88765 0.0 0.1 0.0 0.00
C 0.12128 4.10371 -0.91577 0.0 0.0 0.0 0.00
C 2.44813 4.60296 -1.62684 0.0 0.0 0.0 0.00
C 3.81989 4.46733 -1.54910 0.0 0.0 0.1 0.00
C 4.35943 3.54811 -0.66091 0.0 0.0 -0.1 0.00
C 3.53639 2.71267 0.07856 0.0 -0.1 0.0 0.00
C 4.16816 1.83591 1.13065 0.0 0.1 0.1 -0.01
H 3.90650 -4.21949 1.07678 0.0 0.0 0.0 0.00
H 3.16813 -2.61864 0.97588 0.0 0.1 0.0 0.00
H 2.65953 -3.73213 2.22397 0.0 0.0 0.0 0.00
H 2.99107 -6.04567 -0.05348 0.0 0.0 0.0 0.00
H 1.20542 -7.08331 -1.41241 0.0 0.0 0.0 0.00
H -0.91757 -5.87105 -1.77021 0.0 0.0 0.0 0.00
H -1.59894 -2.38355 -0.88830 0.0 0.0 0.0 -0.01
H -2.31889 -3.76456 -0.05842 0.0 0.0 0.0 0.00
H -2.11470 -3.79243 -1.80078 0.0 0.0 0.0 0.00
H -0.02284 -2.16873 4.66287 0.0 0.0 0.0 0.00
H 0.28710 0.01004 5.92061 0.0 0.0 0.0 0.00
H 0.84081 2.07619 4.56406 0.0 0.0 0.0 0.00
H -0.40780 3.66089 -0.07563 0.0 0.0 0.0 0.00
H -0.00962 5.18519 -0.85981 0.0 0.0 0.0 0.00
H -0.35281 3.76449 -1.83894 0.0 -0.1 0.0 0.00
H 2.01426 5.36382 -2.26539 0.0 0.0 0.0 0.00
H 4.46653 5.11122 -2.13176 0.0 0.0 0.0 0.00
H 5.43331 3.48330 -0.52653 0.0 0.0 0.0 0.00
H 5.14040 1.47136 0.80101 0.0 0.0 0.0 0.00
H 4.31627 2.42247 2.04066 0.0 0.0 0.0 0.00
H 3.55142 0.97912 1.39543 0.0 0.0 0.0 0.00
S -4.06730 3.37617 -1.90180 -0.1 0.4 -0.2 0.01
Sb -3.84900 1.55849 -0.70966 0.0 -0.3 0.2 0.01
S -2.45267 0.04044 -2.12008 0.2 0.2 0.1 0.02
S -1.12014 1.11045 -0.89579 -0.2 -0.5 0.4 -0.04
B 1.66502 1.14100 -3.03566 0.1 0.0 -0.1 -0.03
N 2.90400 0.68597 -2.19559 -0.1 -0.2 -0.1 0.00
C 4.17853 0.57145 -2.55608 0.0 0.1 0.0 0.02
C 4.84422 -0.22584 -1.63968 0.0 -0.1 0.0 0.00
C 3.86672 -0.57694 -0.72151 0.0 0.0 -0.1 -0.01
N 2.69647 -0.02302 -1.06406 0.3 0.0 0.2 0.10
N 0.98267 -0.20916 -3.36671 -0.1 0.1 0.1 0.01
C 0.93011 -0.81701 -4.55062 0.0 0.1 0.0 0.01
C 0.56541 -2.13328 -4.36220 0.0 -0.1 0.0 0.00
C 0.41987 -2.24928 -2.98718 -0.1 0.0 0.0 0.01
N 0.65362 -1.08268 -2.37449 -0.1 0.0 0.0 -0.01
H 2.03793 1.67702 -4.04692 0.0 -0.1 0.1 0.00
H 0.95128 1.80438 -2.35678 0.0 0.0 0.0 0.00
H 4.53174 1.08031 -3.43706 0.0 0.0 0.0 0.00
H 5.88196 -0.50765 -1.63607 0.0 0.0 0.0 0.00
H 3.95442 -1.18581 0.15792 0.1 0.1 0.1 -0.01
H 1.17420 -0.26742 -5.44394 0.0 0.0 0.0 0.00
H 0.42545 -2.89826 -5.10487 0.0 0.0 0.0 0.00
H 0.17476 -3.12669 -2.43172 0.0 0.0 0.0 0.00
Cl -2.43959 -0.89685 1.38494 -0.4 0.0 0.2 0.00
C -3.49686 -2.20451 1.95642 0.1 0.0 0.1 0.00
Cl -4.94876 -2.35470 0.97230 0.0 0.0 -0.1 0.00
H -3.78432 -1.97193 2.97444 0.0 0.0 0.0 0.00
H -2.93179 -3.12778 1.90354 0.0 0.0 0.0 0.00
```
Forces are in eV/Å.

Summary:
<S²>: 0.760
Spin multiplicity: 2
E_HOMO (spin up / spin down) (eV): -7.41 / -8.18
Energy above the lowest of the compared OMol25 structures with the same formula, charge and spin (kJ/mol): 0.0
HOMO-LUMO gap (spin up / spin down) (hartree): 0.2253 / 0.2493



The records above give, respectively, electronic energy values of -4420.0143, -2525.6418, -4132.8299 hartree.
The records above give, respectively, max |F| values of 0.0802, 0.1153, 0.0303 hartree/bohr.